Formula: C43H34F4N3O6PS2
Source: the OMol25 dataset
Level of theory: the ωB97M-V functional and the def2-TZVPD basis

Summary:
spin multiplicity	1
HOMO level	-8.65	eV
SMILES string	CCOCCOc1c(N=C(C)C)c(C(F)(F)C(F)F)c2nsnc2c1[PH2]=S.O=C1c2ccccc2C(=O)c2ccccc21.O=C1c2ccccc2C(=O)c2ccccc21
orbital gap	6.61	eV
total charge	0
largest force on an atom	5.83	eV Å⁻¹
LUMO level	-2.03	eV

Cartesian coordinates (Å):
H  -8.141  -4.886  -6.113
F  3.549  -3.373  -0.994
C  2.093  7.252  5.368
N  1.383  -1.449  -0.919
C  1.889  4.476  5.225
C  -2.065  -5.466  -4.075
H  8.924  4.172  4.215
C  4.330  4.264  4.805
C  -5.541  -4.868  -5.394
C  1.759  -5.025  -0.807
H  -8.286  -0.927  -7.756
H  -3.244  1.917  -2.508
O  -6.099  -5.911  -5.097
C  -7.724  -1.732  -7.293
C  6.975  6.939  4.487
N  0.844  -3.178  4.912
H  -3.915  -6.556  -4.059
C  3.128  5.093  5.044
C  -3.461  -3.489  -5.455
O  -3.346  -0.508  -1.207
C  -4.112  -4.660  -5.069
F  1.462  -4.317  -2.025
C  1.284  -1.920  0.484
H  -0.358  -4.167  -4.251
C  3.517  -0.292  0.027
C  -1.411  -4.304  -4.478
H  -2.365  0.231  1.312
H  4.188  0.553  -0.388
C  -8.357  -2.930  -6.972
H  -5.881  -0.631  -7.282
C  0.760  5.245  5.483
C  -4.028  0.701  -0.805
C  5.736  6.322  4.665
C  6.794  4.158  4.492
O  4.610  8.370  4.891
C  -3.396  2.062  -1.372
H  -3.981  3.008  -1.112
C  0.234  -1.398  3.004
N  2.316  -4.703  3.224
C  -4.201  -2.416  -6.157
H  1.802  3.395  5.170
H  6.730  3.074  4.496
H  2.548  0.584  -2.945
C  0.423  -1.088  1.499
O  -0.266  0.085  0.994
H  0.896  1.038  -2.080
C  8.030  4.775  4.332
C  0.941  -2.703  3.552
H  -1.757  -1.488  1.123
C  2.012  0.827  -1.959
C  -1.944  -0.501  -0.863
O  4.242  3.050  4.740
H  9.082  6.647  4.186
C  5.643  4.930  4.653
H  -4.168  0.828  0.322
C  -5.646  -2.595  -6.423
C  1.801  -3.561  2.514
S  0.361  1.236  4.697
C  8.119  6.165  4.320
S  1.763  -4.624  4.845
H  0.781  -5.048  -0.210
C  4.530  7.153  4.884
C  -1.636  -0.412  0.715
P  -0.807  -0.228  4.064
C  0.863  6.632  5.562
H  -5.095  0.630  -1.249
C  -3.412  -5.647  -4.373
H  -9.412  -3.063  -7.190
H  -1.877  0.404  3.351
H  -1.592  -2.411  -5.474
H  4.165  -1.230  0.064
C  3.228  6.484  5.103
H  -1.524  -6.233  -3.529
H  -1.330  -0.845  5.244
H  2.165  8.333  5.428
H  -0.018  7.231  5.773
C  -2.106  -3.316  -5.167
H  3.215  -0.008  1.109
C  2.853  -4.117  -0.002
H  7.052  8.021  4.482
H  2.538  1.769  -1.539
F  2.258  -6.317  -1.145
C  -6.370  -1.566  -7.025
C  2.241  -0.418  -0.945
H  -2.340  2.214  -0.917
C  -6.286  -3.786  -6.079
H  -0.202  4.762  5.627
O  -3.630  -1.396  -6.507
H  -1.319  0.279  -1.438
C  -7.641  -3.956  -6.366
H  -1.527  -1.525  -1.209
C  1.989  -3.197  0.997
F  3.773  -4.921  0.738

Table of Mulliken atomic charges, one value per atom, all in e: atom 1 (H): 0.4600, atom 2 (F): -0.2483, atom 3 (C): -0.6350, atom 4 (N): -0.2566, atom 5 (C): -0.4370, atom 6 (C): -0.5605, atom 7 (H): 0.3941, atom 8 (C): 0.5294, atom 9 (C): 0.6101, atom 10 (C): 0.1999, atom 11 (H): 0.3946, atom 12 (H): 0.2317, atom 13 (O): -0.6708, atom 14 (C): -0.4617, atom 15 (C): -0.5532, atom 16 (N): -0.6098, atom 17 (H): 0.4601, atom 18 (C): -0.0416, atom 19 (C): 0.2546, atom 20 (O): -0.4255, atom 21 (C): 0.1944, atom 22 (F): -0.2351, atom 23 (C): -0.1328, atom 24 (H): 0.4946, atom 25 (C): -0.9823, atom 26 (C): -0.4345, atom 27 (H): 0.0041, atom 28 (H): 0.3850, atom 29 (C): -0.4532, atom 30 (H): 0.4623, atom 31 (C): -0.3042, atom 32 (C): -0.2632, atom 33 (C): 0.1621, atom 34 (C): -0.5112, atom 35 (O): -0.6751, atom 36 (C): -0.7806, atom 37 (H): 0.3607, atom 38 (C): 0.0731, atom 39 (N): -0.5104, atom 40 (C): 0.5922, atom 41 (H): 0.2113, atom 42 (H): 0.4734, atom 43 (H): 0.3306, atom 44 (C): 0.2850, atom 45 (O): -0.4614, atom 46 (H): 0.1773, atom 47 (C): -0.4626, atom 48 (C): 0.6771, atom 49 (H): 0.3587, atom 50 (C): -1.1006, atom 51 (C): -0.3577, atom 52 (O): -0.6897, atom 53 (H): 0.3957, atom 54 (C): 0.1416, atom 55 (H): 0.2166, atom 56 (C): 0.1929, atom 57 (C): 0.1949, atom 58 (S): -0.3572, atom 59 (C): -0.4528, atom 60 (S): 0.1628, atom 61 (H): 0.2715, atom 62 (C): 0.5804, atom 63 (C): 0.1086, atom 64 (P): 0.3005, atom 65 (C): -0.3986, atom 66 (H): 0.3387, atom 67 (C): -0.5628, atom 68 (H): 0.3925, atom 69 (H): 0.0030, atom 70 (H): 0.4760, atom 71 (H): 0.2307, atom 72 (C): 0.4168, atom 73 (H): 0.4458, atom 74 (H): 0.1355, atom 75 (H): 0.4612, atom 76 (H): 0.3888, atom 77 (C): -0.6948, atom 78 (H): 0.2798, atom 79 (C): 0.9002, atom 80 (H): 0.4587, atom 81 (H): 0.3532, atom 82 (F): -0.2918, atom 83 (C): -0.5379, atom 84 (C): 0.7278, atom 85 (H): 0.1464, atom 86 (C): 0.1828, atom 87 (H): 0.4271, atom 88 (O): -0.6796, atom 89 (H): 0.0472, atom 90 (C): -0.5641, atom 91 (H): 0.1141, atom 92 (C): -0.1700, atom 93 (F): -0.3041

---

Formula: CH3Br2OP
Source: the OMol25 dataset
Level of theory: the ωB97M-V functional and the def2-TZVPD basis

Summary:
spin multiplicity	1
HOMO level	-10.75	eV
SMILES string	CP(=O)(Br)Br
orbital gap	10.59	eV
total charge	0
largest force on an atom	3.64	eV Å⁻¹
energy relative to the best compared isomer or geometry (same formula, charge and spin)	2.83	kcal per mole
LUMO level	-0.16	eV

Cartesian coordinates (Å):
Br  2.909  1.770  0.256
P  1.919  -0.017  -0.742
O  2.089  0.040  -2.174
Br  2.877  -1.756  0.256
C  0.242  -0.056  -0.068
H  -0.074  -1.057  -0.605
H  0.292  -0.202  1.103
H  -0.390  0.790  -0.191

Table of Mulliken atomic charges, one value per atom, all in e: atom 1 (Br): -0.2041, atom 2 (P): 0.7523, atom 3 (O): -0.5333, atom 4 (Br): -0.1552, atom 5 (C): -0.7969, atom 6 (H): 0.2712, atom 7 (H): 0.3138, atom 8 (H): 0.3523

---

Formula: C22H16Cl4N2O6Pd
Source: the OMol25 dataset
Level of theory: the ωB97M-V functional and the def2-TZVPD basis

Summary:
spin multiplicity	1
HOMO level	-8.35	eV
orbital gap	7.55	eV
total charge	0
largest force on an atom	0.84	eV Å⁻¹
energy relative to the best compared isomer or geometry (same formula, charge and spin)	0.00	kcal per mole
LUMO level	-0.80	eV

Cartesian coordinates (Å):
C  0.659  -0.346  -0.440
C  0.676  -3.730  0.668
H  -0.693  6.804  0.086
C  -1.160  -3.652  -1.020
O  2.899  2.151  -0.919
H  0.194  -5.429  1.852
C  0.124  6.096  0.109
C  2.065  4.173  0.045
H  -3.446  -0.158  1.481
Cl  -0.150  -4.530  -3.385
H  -4.301  -2.133  -2.795
C  1.433  6.455  0.366
O  1.127  0.481  0.416
H  1.543  -4.683  3.799
H  -2.850  0.615  -0.033
H  2.657  -1.170  1.626
O  -1.570  3.086  -1.021
Cl  -1.826  1.472  1.877
H  -4.033  -1.979  -0.333
C  -2.165  -2.990  -0.311
N  -0.060  -4.250  -0.443
C  -1.358  -3.732  -2.411
C  -0.163  4.763  -0.144
H  2.359  -1.432  -0.971
N  0.786  3.818  -0.124
C  2.126  -2.111  1.682
H  1.692  7.485  0.573
C  2.423  5.482  0.312
H  0.847  -2.181  -1.486
H  3.464  5.732  0.453
O  -2.498  5.065  -0.566
O  4.283  3.411  0.325
Cl  -2.081  -2.852  1.422
O  -0.347  0.012  -1.128
C  -3.188  0.772  0.989
C  3.099  3.115  -0.231
C  1.376  -2.525  0.583
Pd  -0.038  1.953  -0.386
C  -2.458  -3.203  -3.051
H  2.769  -2.532  3.677
C  0.749  -4.501  1.821
C  1.339  -1.672  -0.660
H  4.903  2.712  0.059
C  -1.559  4.305  -0.583
Cl  -4.594  1.830  0.976
C  1.498  -4.078  2.904
H  0.513  -4.737  -1.117
H  -2.536  -3.300  -4.124
C  -3.278  -2.455  -0.941
C  2.185  -2.874  2.834
C  -3.432  -2.553  -2.311

Table of Mulliken atomic charges, one value per atom, all in e: atom 1 (C): 1.7366, atom 2 (C): -0.4883, atom 3 (H): 0.5114, atom 4 (C): -0.8109, atom 5 (O): -0.4939, atom 6 (H): 0.4511, atom 7 (C): -0.6121, atom 8 (C): 0.7775, atom 9 (H): 0.3078, atom 10 (Cl): -0.2604, atom 11 (H): 0.4060, atom 12 (C): -0.2650, atom 13 (O): -0.9514, atom 14 (H): 0.3958, atom 15 (H): 0.0870, atom 16 (H): 0.4281, atom 17 (O): -0.6532, atom 18 (Cl): -0.1361, atom 19 (H): 0.4944, atom 20 (C): 0.9374, atom 21 (N): -0.0477, atom 22 (C): 1.0118, atom 23 (C): 0.2571, atom 24 (H): 0.4674, atom 25 (N): -0.3035, atom 26 (C): -0.6563, atom 27 (H): 0.4416, atom 28 (C): -0.5511, atom 29 (H): 0.2186, atom 30 (H): 0.4621, atom 31 (O): -0.6408, atom 32 (O): -0.4616, atom 33 (Cl): -0.1817, atom 34 (O): -0.9032, atom 35 (C): -0.0314, atom 36 (C): 0.0900, atom 37 (C): 0.8555, atom 38 (Pd): 0.7738, atom 39 (C): -0.7404, atom 40 (H): 0.4069, atom 41 (C): -0.4120, atom 42 (C): -0.6202, atom 43 (H): 0.3766, atom 44 (C): 0.4367, atom 45 (Cl): -0.1699, atom 46 (C): -0.5435, atom 47 (H): 0.3156, atom 48 (H): 0.4176, atom 49 (C): -0.8744, atom 50 (C): -0.7010, atom 51 (C): -0.5543